21
Properties=species:S:1:pos:R:3 method="wB97M-V/def2-TZVPD" energy_ha=-498.52767 de_lowest_kj_mol=435.8
C -2.139 -0.452 0.729
C -0.027 -0.539 0.575
C -0.114 0.290 -0.575
C 1.796 0.090 -0.886
C 2.668 0.852 0.080
O -2.390 -1.493 -0.243
O -2.965 0.655 0.469
O 0.108 -1.887 0.461
O -0.363 1.637 -0.478
H -3.307 -1.799 -0.150
H -2.514 1.216 -0.182
H -0.689 -2.192 -0.043
H -0.078 1.974 0.385
H -2.410 -0.831 1.718
H 0.382 -0.104 1.485
H -0.565 -0.143 -1.462
H 2.090 -0.953 -0.992
H 1.797 0.533 -1.883
H 2.774 0.319 1.030
H 2.266 1.848 0.280
H 3.682 0.979 -0.319

---

84
Properties=species:S:1:pos:R:3 method="wB97M-V/def2-TZVPD" energy_ha=-4750.74363 s2=0.80 de_lowest_kj_mol=126.7 multiplicity=2
Cu -0.618 -0.038 -0.240
C 4.285 -0.964 0.129
C 3.335 -0.458 1.179
C 3.477 -0.915 2.483
C 2.541 -1.030 3.530
N 1.241 -0.888 3.460
N 0.625 -0.119 2.611
B -0.708 -0.227 2.086
N -1.478 1.077 2.446
N -1.662 1.197 3.740
C -1.936 2.351 4.281
C -2.019 3.515 3.483
C -1.854 3.410 2.130
C -1.889 4.591 1.226
C -1.601 2.112 1.585
S -1.458 1.871 -0.072
C -2.044 2.316 5.790
C -0.659 1.908 6.308
C -3.052 1.226 6.158
C -2.462 3.648 6.408
N -1.423 -1.566 2.184
N -2.199 -1.860 3.223
C -2.820 -3.006 3.272
C -2.761 -3.929 2.201
C -1.943 -3.656 1.135
C -1.836 -4.537 -0.061
C -1.210 -2.448 1.164
S -0.120 -2.064 -0.074
C -3.607 -3.351 4.518
C -5.080 -3.584 4.159
C -3.518 -2.221 5.540
C -3.000 -4.628 5.117
C 2.370 0.463 0.771
S 1.978 0.778 -0.833
C 3.034 -1.453 4.911
C 1.880 -1.537 5.914
C 3.750 -2.803 4.897
C 3.977 -0.333 5.377
H 5.217 -1.305 0.575
H 4.488 -0.189 -0.607
H 3.825 -1.802 -0.398
H 4.418 -1.418 2.671
H -2.178 4.482 3.935
H -2.114 5.498 1.783
H -2.640 4.433 0.453
H -0.930 4.699 0.718
H -0.376 0.961 5.858
H -0.673 1.804 7.390
H 0.085 2.653 6.037
H -2.737 0.297 5.699
H -4.044 1.476 5.788
H -3.102 1.096 7.236
H -1.703 4.411 6.253
H -2.590 3.514 7.481
H -3.405 3.994 5.990
H -3.354 -4.831 2.213
H -2.449 -5.426 0.058
H -0.795 -4.818 -0.218
H -2.157 -3.984 -0.945
H -5.493 -2.703 3.671
H -5.651 -3.777 5.064
H -5.199 -4.436 3.494
H -4.009 -1.335 5.151
H -2.478 -1.986 5.750
H -4.008 -2.513 6.466
H -3.081 -5.467 4.429
H -3.522 -4.887 6.035
H -1.947 -4.474 5.346
H 1.175 -2.318 5.645
H 1.341 -0.595 5.963
H 2.281 -1.753 6.904
H 3.074 -3.582 4.553
H 4.080 -3.051 5.904
H 4.622 -2.799 4.250
H 3.487 0.632 5.266
H 4.892 -0.316 4.794
H 4.242 -0.459 6.425
S 1.540 1.348 2.050
N -1.300 0.938 -3.146
N -0.616 -0.095 -2.411
H -0.667 1.396 -3.800
H -1.618 1.646 -2.482
H 0.402 -0.074 -2.569
H -0.967 -1.001 -2.746

---

2
Properties=species:S:1:pos:R:3 method="wB97M-V/def2-TZVPD" energy_ha=-795.74322 s2=0.75 de_lowest_kj_mol=689.2 charge=+1 multiplicity=2
S -0.841 -0.573 1.074
S 0.841 0.573 -1.074

---

11
Properties=species:S:1:pos:R:3 method="wB97M-V/def2-TZVPD" energy_ha=-699.62059 de_lowest_kj_mol=135.3
C 1.712 0.045 0.009
N 0.208 0.119 -0.139
S -0.602 1.625 -0.134
C -2.110 0.688 0.008
N -1.966 -0.633 -0.036
C -0.603 -0.969 -0.074
O -0.103 -2.142 -0.089
H 2.195 -0.874 -0.463
H 2.296 0.793 -0.410
H 2.047 0.138 1.087
H -3.074 1.210 0.241

---

72
Properties=species:S:1:pos:R:3 method="wB97M-V/def2-TZVPD" energy_ha=-1402.00110 de_lowest_kj_mol=344.9 charge=+1
N -7.317 10.414 27.708
H -7.029 9.559 28.160
H -8.030 10.822 28.296
H -7.570 10.242 26.745
H -6.656 11.169 27.590
C -6.011 10.092 20.533
C -5.934 10.947 21.775
C -5.800 12.530 21.501
O -4.895 12.878 20.406
C -4.854 14.218 19.985
N -7.031 10.737 22.582
H -6.131 9.053 20.838
H -5.115 10.095 19.912
H -6.834 10.390 19.884
H -5.078 10.614 22.362
H -5.480 13.070 22.392
H -6.782 12.860 21.160
H -3.810 14.489 19.827
H -5.320 14.996 20.590
H -5.252 14.488 19.006
H -7.890 10.897 22.076
H -7.020 9.731 22.672
C -7.987 4.500 24.888
C -9.439 4.425 24.397
C -10.456 4.785 25.532
O -11.765 4.445 25.132
C -12.860 4.954 25.949
N -9.558 5.319 23.283
H -7.837 3.577 25.448
H -7.782 5.379 25.500
H -7.255 4.601 24.087
H -9.793 3.422 24.159
H -10.515 5.847 25.769
H -10.275 4.172 26.415
H -12.976 6.038 25.972
H -12.708 4.698 26.998
H -13.804 4.494 25.657
H -10.416 5.845 23.362
H -9.629 4.819 22.409
O -5.361 14.242 27.239
H -4.759 14.921 27.544
H -5.762 14.613 26.453
C -11.916 11.509 29.097
C -11.513 10.836 30.459
O -10.089 10.795 30.602
O -11.400 10.859 27.946
H -11.542 12.531 29.030
H -13.005 11.571 29.098
H -11.843 9.798 30.448
H -12.016 11.209 31.351
H -9.879 10.848 31.537
H -11.580 11.324 27.126
C -0.615 13.883 24.739
C 0.192 14.373 25.948
O -0.540 14.832 26.979
O -1.497 12.895 25.066
H -0.021 13.313 24.024
H -1.120 14.690 24.208
H 0.911 15.156 25.709
H 0.710 13.492 26.327
H -0.261 15.749 26.922
H -2.022 13.226 25.799
C -4.130 7.470 30.988
C -5.642 7.166 31.213
O -6.271 7.002 29.896
O -3.787 8.826 30.829
H -3.952 6.960 30.042
H -3.422 6.962 31.643
H -6.196 7.864 31.841
H -5.771 6.200 31.702
H -7.192 6.752 30.004
H -2.861 8.770 30.581

---

26
Properties=species:S:1:pos:R:3 method="wB97M-V/def2-TZVPD" energy_ha=-1098.81276 de_lowest_kj_mol=281.5 charge=+1
C 2.310 2.705 1.346
C 1.754 2.514 0.053
N 1.159 1.431 -0.273
O 0.300 1.215 -1.165
O 1.301 0.242 0.592
S -0.073 -0.259 1.306
O 0.297 -1.272 2.197
O -0.657 0.959 1.844
C -1.157 -1.016 -0.066
C -0.166 -1.885 -0.656
N -0.063 -3.136 -0.156
N 0.732 -1.382 -1.496
C -2.517 -1.323 0.268
C -2.229 -0.199 -0.687
H 1.594 2.138 2.035
H 2.409 3.667 1.691
H 3.243 2.181 1.627
H 1.705 3.333 -0.643
H -0.514 -3.455 0.690
H 0.702 -3.647 -0.437
H 0.688 -0.337 -1.628
H 1.244 -1.921 -2.066
H -2.951 -1.081 1.316
H -2.939 -2.186 -0.282
H -2.279 -0.227 -1.786
H -2.419 0.771 -0.278

---

16
Properties=species:S:1:pos:R:3 method="wB97M-V/def2-TZVPD" energy_ha=-271.58332 de_lowest_kj_mol=444.5
C -1.024 1.374 -0.588
C -0.350 0.906 0.682
C 0.004 -0.537 0.985
C -0.281 -1.687 0.044
C 1.077 0.458 0.656
O 1.744 0.261 -1.110
H -0.596 0.873 -1.458
H -0.858 2.449 -0.715
H -2.103 1.194 -0.555
H -0.634 1.488 1.566
H -0.070 -0.815 2.041
H 0.455 -2.487 0.189
H -1.274 -2.108 0.229
H -0.230 -1.363 -0.997
H 2.087 0.653 0.130
H 2.054 -0.660 -1.099

---

47
Properties=species:S:1:pos:R:3 method="wB97M-V/def2-TZVPD" energy_ha=-1698.49555 de_lowest_kj_mol=480.9
C 4.619 0.501 0.565
O 3.847 1.649 0.311
C 2.595 1.494 -0.195
C 1.854 2.673 -0.301
C 0.573 2.651 -0.827
O -0.231 3.733 -0.956
C 0.197 4.952 -0.394
C 0.031 1.435 -1.248
C 0.747 0.260 -1.098
C 0.006 -0.993 -1.408
O -0.951 -1.027 -2.157
N 0.425 -2.102 -0.733
C -0.436 -3.254 -0.605
C 0.319 -4.545 -0.892
C -1.066 -3.288 0.822
N -1.147 -1.979 1.417
C -1.900 -0.953 0.960
C -3.061 -1.177 0.192
C -3.875 -0.152 -0.209
C -3.570 1.166 0.146
Cl -4.608 2.448 -0.352
C -2.440 1.436 0.873
C -1.590 0.396 1.275
N -0.390 0.783 1.913
O -0.167 1.967 2.073
O 0.414 -0.085 2.265
C 2.043 0.281 -0.582
H 5.546 0.862 1.007
H 4.850 -0.044 -0.357
H 4.118 -0.168 1.272
H 2.319 3.579 0.049
H 0.402 4.840 0.675
H -0.628 5.648 -0.537
H 1.087 5.338 -0.900
H -0.964 1.406 -1.660
H 1.159 -2.002 -0.049
H -1.221 -3.103 -1.353
H 1.147 -4.667 -0.196
H -0.347 -5.398 -0.794
H 0.715 -4.526 -1.904
H -2.052 -3.754 0.776
H -0.439 -3.892 1.481
H -0.314 -1.671 1.915
H -3.311 -2.185 -0.093
H -4.752 -0.354 -0.803
H -2.167 2.448 1.128
H 2.616 -0.629 -0.511